Record 1
Molecular formula: C9H21N3O3Tl
Method: DFT, wB97M-V/def2-TZVPD

```
37
C9H21N3O3Tl wB97M-V/def2-TZVPD
Tl 1.88 -2.05 -1.75
C -0.74 -3.88 2.21
C -0.07 -2.56 1.90
O 0.54 -2.40 0.83
N -0.17 -1.56 2.80
C 0.29 -0.20 2.55
H -1.73 -3.73 2.64
H -0.19 -4.52 2.90
H -0.77 -4.49 1.31
H -0.72 -1.68 3.64
H 0.71 0.12 3.51
H -0.59 0.43 2.33
H 1.03 -0.18 1.76
C 1.90 3.06 -0.51
C 1.95 1.97 -1.56
O 1.58 0.81 -1.29
N 2.41 2.25 -2.80
C 3.03 3.51 -3.24
H 2.42 2.62 0.35
H 0.86 3.23 -0.23
H 2.46 3.96 -0.74
H 2.46 1.48 -3.46
H 3.74 3.81 -2.47
H 2.23 4.25 -3.35
H 3.59 3.35 -4.15
C -1.84 1.18 -0.06
C -1.70 -0.29 -0.34
O -0.62 -0.74 -0.78
N -2.76 -1.05 -0.12
C -2.91 -2.47 -0.47
H -1.61 1.50 0.95
H -2.88 1.53 -0.18
H -1.31 1.80 -0.78
H -3.60 -0.59 0.21
H -3.68 -2.57 -1.24
H -3.19 -3.01 0.43
H -1.98 -2.90 -0.81
```

Computed properties:
HOMO-LUMO gap, eV: 2.93
Total charge: +3
HOMO energy, eV: -19.184
Relative energy (zero: lowest compared OMol25 entry of this formula, charge and spin), kcal/mol: 6.0

***

Record 2
Molecular formula: C9H21N4
Method: DFT, wB97M-V/def2-TZVPD

```
34
C9H21N4 wB97M-V/def2-TZVPD
C 3.11 1.06 0.11
C 1.27 -0.27 -0.51
C 0.78 1.32 0.23
C 0.22 -1.25 -0.08
C -1.49 0.89 -0.10
C 0.30 -2.53 -0.98
C 0.26 -1.78 1.37
C -1.96 0.90 1.38
C -2.76 1.07 -0.97
N 2.56 -0.32 -0.04
N 1.97 1.89 -0.20
N -0.41 1.78 -0.35
N -1.09 -0.63 -0.39
H 3.53 1.30 1.24
H 3.87 1.19 -0.67
H 1.27 0.07 -1.52
H 0.79 1.21 1.25
H -0.65 -3.20 -0.71
H 1.23 -3.16 -0.70
H 0.20 -2.15 -1.94
H -0.66 -2.53 1.57
H 0.38 -0.92 2.01
H 1.08 -2.33 1.58
H -1.99 1.92 1.93
H -1.36 0.33 1.95
H -3.05 0.48 1.59
H -2.70 0.42 -1.77
H -2.82 2.16 -1.41
H -3.76 0.94 -0.37
H 3.32 -0.78 -0.48
H 2.18 2.85 -0.39
H -0.39 1.92 -1.35
H -1.42 -0.69 -1.33
H -1.83 -1.19 0.07
```

Computed properties:
HOMO-LUMO gap, eV: 9.03
Total charge: +1
HOMO energy, eV: -11.696
Relative energy (zero: lowest compared OMol25 entry of this formula, charge and spin), kcal/mol: 73.1
SMILES: CC1(C)N[C@@H]2NCN[C@H]2C(C)(C)[NH2+]1

***

Record 3
Molecular formula: C9H21N4
Method: DFT, wB97M-V/def2-TZVPD

```
34
C9H21N4 wB97M-V/def2-TZVPD
C 3.92 -0.30 0.57
C -0.09 3.32 2.25
C 2.95 0.35 0.03
C 0.36 2.52 1.28
C -3.07 -0.39 -1.40
C -1.76 -2.46 -2.24
C 1.59 -0.12 -0.61
C 0.23 0.99 1.16
C -1.99 -1.41 -1.23
N 1.40 -1.61 -0.36
N -1.10 0.59 1.62
N -1.31 -1.38 -0.17
N 0.40 0.54 -0.24
H 4.83 0.13 1.03
H 3.96 -1.38 0.70
H 0.07 4.34 2.26
H -0.93 3.16 3.03
H 2.95 1.40 0.13
H 1.12 2.87 0.65
H -2.93 0.52 -2.02
H -3.32 -0.06 -0.34
H -4.12 -0.64 -1.85
H -1.71 -1.99 -3.21
H -0.80 -2.84 -2.09
H -2.74 -3.06 -2.20
H 1.85 0.04 -1.67
H 1.10 0.67 1.87
H 1.76 -1.82 0.60
H 1.92 -2.24 -0.99
H -1.62 1.41 1.73
H -1.15 0.15 2.50
H -0.46 -1.99 -0.20
H -1.33 -0.38 0.37
H 0.02 1.06 -0.97
```

Computed properties:
HOMO-LUMO gap, eV: 10.15
Total charge: +1
HOMO energy, eV: -12.745
Relative energy (zero: lowest compared OMol25 entry of this formula, charge and spin), kcal/mol: 63.6

***

Record 4
Molecular formula: C9H21NOSi
Method: DFT, wB97M-V/def2-TZVPD

```
33
C9H21NOSi wB97M-V/def2-TZVPD
C -0.13 2.35 1.02
C 0.93 2.38 -0.09
C -1.31 1.39 0.81
C 1.83 1.16 -0.09
C -1.05 -0.11 0.99
C -0.56 -0.40 2.40
C -2.39 -0.84 0.79
C 0.45 -0.77 -3.06
C 1.68 -3.01 -0.42
N -0.41 -0.66 -1.90
O 0.76 -2.14 0.18
Si 0.22 -0.69 -0.29
H 0.35 2.14 1.97
H -0.55 3.36 1.09
H 0.43 2.47 -1.06
H 1.53 3.28 0.05
H -2.09 1.68 1.52
H -1.71 1.56 -0.19
H 2.50 1.13 -0.94
H 2.37 1.05 0.84
H -0.47 -1.48 2.55
H -1.25 0.00 3.14
H 0.42 0.04 2.57
H -2.84 -0.58 -0.16
H -3.08 -0.58 1.59
H -2.24 -1.92 0.81
H 1.09 0.11 -3.18
H 1.09 -1.64 -2.94
H -0.15 -0.89 -3.96
H 2.61 -2.49 -0.62
H 1.28 -3.41 -1.35
H 1.86 -3.83 0.27
H -1.12 0.04 -2.05
```

Computed properties:
HOMO-LUMO gap, eV: 8.71
HOMO energy, eV: -7.897
Relative energy (zero: lowest compared OMol25 entry of this formula, charge and spin), kcal/mol: 0.0

***

Record 5
Molecular formula: C9H21NP
Method: DFT, wB97M-V/def2-TZVPD

```
32
C9H21NP wB97M-V/def2-TZVPD
C 2.99 -0.35 0.22
C 1.97 0.59 0.63
C 2.06 2.05 0.30
C 5.16 -1.22 -0.65
C -5.95 0.27 -0.20
C 4.10 -0.16 -0.87
C -4.46 -0.06 0.21
C -3.55 -0.67 -0.84
C -2.19 -0.95 -0.17
N 2.97 0.13 1.56
P -1.40 0.44 0.83
H 2.74 -1.39 0.38
H 1.51 2.50 1.14
H 1.65 2.13 -0.65
H 3.06 2.40 0.44
H 5.44 -1.24 0.42
H 6.16 -0.98 -1.13
H 4.76 -2.16 -1.02
H -6.29 -0.60 -0.84
H -6.43 0.22 0.82
H -5.94 1.29 -0.67
H 3.47 0.13 -1.71
H 4.58 0.77 -0.75
H -4.45 -0.74 1.08
H -3.96 0.89 0.72
H -3.94 -1.61 -1.31
H -3.34 -0.01 -1.68
H -2.25 -1.84 0.56
H -1.41 -1.26 -0.88
H 2.69 -0.52 2.29
H 3.60 0.91 1.87
H -1.49 1.31 -0.20
```

Computed properties:
HOMO-LUMO gap (spin up / spin down), eV: 8.81 / 6.16
Total charge: +1
HOMO energy (spin up / spin down), eV: -12.841 / -11.274
Relative energy (zero: lowest compared OMol25 entry of this formula, charge and spin), kcal/mol: 110.9

***

Record 6
Molecular formula: C9H21NSi
Method: DFT, wB97M-V/def2-TZVPD

```
32
C9H21NSi wB97M-V/def2-TZVPD
C -1.58 -2.11 2.37
C -1.59 -0.27 -2.36
C 1.38 -1.87 -1.17
C 0.40 2.07 -1.09
C 2.18 0.95 1.97
C -0.81 1.52 2.11
C -1.05 -0.01 -0.91
C 1.44 -0.38 -1.42
C 0.37 0.48 -0.62
N -2.04 -2.64 1.35
Si 0.44 0.38 1.35
H -1.81 -2.27 3.51
H -2.59 -0.69 -2.20
H -1.04 -1.08 -2.91
H -1.39 0.62 -2.95
H 0.48 -2.16 -1.77
H 2.30 -2.37 -1.45
H 1.36 -2.22 -0.13
H -0.54 2.57 -0.58
H 0.31 2.28 -2.20
H 1.28 2.40 -0.73
H 2.79 1.47 1.23
H 2.19 1.65 2.77
H 2.72 0.10 2.28
H -1.79 1.44 1.64
H -0.94 1.59 3.18
H -0.40 2.54 1.73
H -1.22 -1.01 -0.52
H -1.68 0.79 -0.61
H 2.43 -0.14 -0.92
H 1.22 -0.31 -2.49
H -2.80 -3.33 1.53
```

Computed properties:
HOMO-LUMO gap (spin up / spin down), eV: 6.88 / 8.16
HOMO energy (spin up / spin down), eV: -6.862 / -8.127
Relative energy (zero: lowest compared OMol25 entry of this formula, charge and spin), kcal/mol: 137.6

***

Record 7
Molecular formula: C9H22BNO3P
Method: DFT, wB97M-V/def2-TZVPD

```
37
C9H22BNO3P wB97M-V/def2-TZVPD
C 1.63 -3.09 -0.43
C 2.44 -1.99 -0.05
C 2.67 -0.71 -0.93
O 2.15 -0.71 -2.08
O 3.43 0.43 -0.57
C 3.09 0.93 0.74
C 1.90 2.00 0.75
C 0.46 1.40 0.34
C 0.10 1.86 -1.14
C -1.47 1.87 -1.49
C -2.41 1.09 -0.46
P -2.26 -0.85 -0.57
B -2.14 -1.06 1.35
N -1.05 -1.97 1.88
O -3.03 -0.45 2.33
H 0.70 -2.85 -1.05
H 1.98 -4.12 -0.14
H 2.94 -2.00 0.98
H 4.02 1.49 1.12
H 2.85 0.14 1.52
H 1.80 2.35 1.85
H 2.13 2.96 0.16
H 0.51 0.28 0.50
H -0.30 1.84 1.08
H 0.47 2.95 -1.25
H 0.62 1.28 -1.97
H -1.79 2.97 -1.65
H -1.62 1.36 -2.52
H -2.35 1.47 0.62
H -3.50 1.31 -0.78
H -3.72 -0.95 -0.53
H -2.38 -0.75 -2.03
H -0.82 -0.80 -0.75
H -2.16 -2.32 -0.66
H -0.14 -1.49 1.92
H -1.00 -2.83 1.33
H -3.77 -1.04 2.57
```

Computed properties:
HOMO-LUMO gap, eV: 5.00
Total charge: -1
HOMO energy, eV: -2.566

***

Record 8
Molecular formula: C9H22ClFN2O4S
Method: DFT, wB97M-V/def2-TZVPD

```
40
C9H22ClFN2O4S wB97M-V/def2-TZVPD
C -3.80 1.50 -3.38
C -2.38 2.04 -3.59
C -1.23 1.32 -2.90
Cl -1.54 -0.46 -3.00
N -0.86 1.62 -1.50
C 0.63 1.63 -1.33
C 1.26 0.24 -1.48
N 2.69 0.24 -1.20
S -1.39 2.99 -0.75
O -1.03 4.16 -1.48
O -1.11 2.87 0.63
F -2.92 2.83 -0.90
H -3.96 1.11 -2.38
H -4.01 0.70 -4.09
H -4.52 2.30 -3.56
H -2.15 1.95 -4.66
H -2.31 3.11 -3.38
H -0.33 1.44 -3.49
H 0.86 2.00 -0.33
H 1.07 2.33 -2.05
H 0.75 -0.42 -0.77
H 1.09 -0.15 -2.48
H 2.85 0.29 -0.20
H 3.14 1.05 -1.60
C 0.12 -0.67 2.96
O 1.51 -0.90 2.76
C 2.15 -1.52 3.86
C 2.32 -3.01 3.66
O 1.08 -3.69 3.58
C 0.65 -3.96 2.26
H -0.31 -0.48 1.98
H -0.37 -1.54 3.41
H -0.04 0.21 3.59
H 1.59 -1.33 4.79
H 3.14 -1.07 3.97
H 2.86 -3.42 4.52
H 2.91 -3.20 2.76
H 1.21 -4.80 1.84
H 0.77 -3.09 1.61
H -0.40 -4.23 2.31
```

Computed properties:
HOMO-LUMO gap, eV: 10.02
HOMO energy, eV: -9.304
SMILES: CC[C@H](Cl)N(CCN)S(=O)(=O)F.COCCOC